{
  "formula": "C5H11N",
  "method": "wB97M-V/def2-TZVPD",
  "species": ["C", "C", "C", "C", "C", "H", "H", "H", "H", "H", "H", "H", "H", "H", "H", "H", "N"],
  "xyz": [[2.0701, -1.0514, 0.0223], [0.9430, -0.0668, -0.4219], [0.9672, 1.3765, 0.0840], [-0.1296, 0.4125, 0.4812], [-1.5560, 0.4298, -0.2413], [1.7650, -2.1447, 0.2941], [2.9792, -0.9963, -0.6911], [2.3994, -0.8007, 1.0126], [0.7623, -0.2096, -1.5179], [0.8697, 2.2317, -0.6123], [1.7224, 1.5463, 0.9599], [-0.1735, 0.0929, 1.4565], [-1.4749, 0.8095, -1.2714], [-2.2782, 1.2315, 0.2069], [-3.1344, -0.6442, 0.9976], [-1.5102, -1.7733, 0.0168], [-2.2421, -0.8495, -0.0568]],
  "forces_ev_per_a": [[0.0, -0.9, -0.2], [2.1, -1.1, -0.7], [1.5, -0.1, 1.4], [-2.2, 1.3, -4.0], [0.0, 1.7, 2.5], [0.2, 1.6, -1.5], [-1.6, -0.4, 1.2], [0.5, 0.8, 0.5], [-0.4, 0.4, 1.2], [-0.3, -0.7, 0.6], [-1.4, -0.1, -1.9], [0.0, -0.7, 2.1], [0.3, -0.8, -0.1], [1.5, -1.2, -0.5], [4.1, -1.5, -4.0], [-2.8, 3.6, 0.4], [-1.5, -1.7, 2.8]],
  "max_force_ev_per_a": 5.91,
  "lumo_ev": 0.77,
  "total_charge": 0,
  "homo_energy_ev": -8.8,
  "homo_lumo_gap_ha": 0.3527,
  "de_lowest_ev": 4.0451,
  "total_energy_ev": -6849.483
}